No. 1
Formula: C3H5NOS
Source: OMol25
Level of theory: ωB97M-V/def2-TZVPD

## Properties
Highest occupied orbital energy (eV): -9.3
Calculated total energy (Eh): -645.4632
SMILES: NC(=O)[C@@H]1CS1
Frontier orbital gap (eV): 10.074
LUMO level (Eh): 0.0276

ORCA input file:
```
! RIJCOSX wB97M-V def2-TZVPD def2/J DEFGRID3
* xyz 0 1
C 1.142 -0.416 0.010
C -1.150 0.789 -0.561
C -0.271 -0.498 -0.674
N 1.015 -0.112 1.324
O 2.163 -0.537 -0.619
S -1.723 -0.726 0.328
H -0.950 1.612 0.012
H -1.731 0.911 -1.464
H -0.330 -1.115 -1.781
H 0.077 -0.199 1.559
H 1.758 0.292 1.867
*
```



No. 2
Formula: C3H5NOS2
Source: OMol25
Level of theory: ωB97M-V/def2-TZVPD

## Properties
Highest occupied orbital energy (eV): -9.0
Calculated total energy (Eh): -1043.5434
SMILES: C/C(=N/O)SC=S
Frontier orbital gap (eV): 8.383
LUMO level (Eh): -0.0223

ORCA input file:
```
! RIJCOSX wB97M-V def2-TZVPD def2/J DEFGRID3
* xyz 0 1
C 1.664 -1.195 0.125
C 0.601 -0.091 -0.314
C -2.282 -0.111 0.280
H 0.945 -2.068 0.547
H 2.270 -1.695 -0.776
H 2.477 -0.694 0.868
H -1.819 0.337 1.100
H 0.187 3.084 -0.194
N 0.885 1.121 -0.150
O -0.109 2.094 -0.503
S -0.976 -0.817 -0.807
S -3.844 0.035 -0.177
*
```



No. 3
Formula: C3H5NOS2
Source: OMol25
Level of theory: ωB97M-V/def2-TZVPD

## Properties
Highest occupied orbital energy (eV): -8.9
Calculated total energy (Eh): -1043.5937
SMILES: CC(=S)S/C=N/O
Frontier orbital gap (eV): 8.683
LUMO level (Eh): -0.0086

ORCA input file:
```
! RIJCOSX wB97M-V def2-TZVPD def2/J DEFGRID3
* xyz 0 1
C 1.323 1.061 -0.018
C 1.825 -0.329 -0.052
C -1.008 -0.852 0.409
H 0.929 1.401 0.942
H 2.143 1.714 -0.224
H 0.563 1.181 -0.778
H -1.067 -0.262 1.332
H -3.709 -0.384 -0.799
N -1.906 -0.948 -0.487
O -3.041 -0.192 -0.150
S 3.357 -0.793 -0.213
S 0.592 -1.597 0.039
*
```



No. 4
Formula: C3H5NOS2
Source: OMol25
Level of theory: ωB97M-V/def2-TZVPD

## Properties
Highest occupied orbital energy (eV): -9.1
Calculated total energy (Eh): -1043.5730
Frontier orbital gap (eV): 9.235
LUMO level (Eh): 0.0057

ORCA input file:
```
! RIJCOSX wB97M-V def2-TZVPD def2/J DEFGRID3
* xyz 0 1
C 1.781 0.551 1.442
C -0.166 -0.254 0.195
C 0.642 0.233 -0.976
N 0.553 0.200 1.403
O 3.082 1.356 -0.802
S 3.275 -1.513 -0.557
S 2.393 0.204 -0.280
H -1.176 0.157 0.234
H -0.219 -1.348 0.210
H 0.577 -0.383 -1.861
H 0.464 1.281 -1.206
H 0.016 0.219 2.265
*
```



No. 5
Formula: C3H5NOS3
Source: OMol25
Level of theory: ωB97M-V/def2-TZVPD

## Properties
Highest occupied orbital energy (eV): -8.7
Calculated total energy (Eh): -1441.8498
SMILES: OC[C@H]1SNC(=S)S1
Frontier orbital gap (eV): 8.723
LUMO level (Eh): 0.0002

ORCA input file:
```
! RIJCOSX wB97M-V def2-TZVPD def2/J DEFGRID3
* xyz 0 1
C -2.017 -0.891 0.656
C -1.206 -0.389 -0.557
C 1.364 0.050 0.067
H -2.955 0.718 1.022
H -1.413 -0.800 1.566
H -2.321 -1.951 0.471
H -1.815 -0.553 -1.491
H 1.149 2.027 0.531
N 0.606 1.162 0.345
O -3.244 -0.172 0.794
S -0.861 1.365 -0.563
S 2.942 -0.063 0.473
S 0.432 -1.229 -0.651
*
```



No. 6
Formula: C3H5NS
Source: OMol25
Level of theory: ωB97M-V/def2-TZVPD

## Properties
Highest occupied orbital energy (eV): -9.1
Calculated total energy (Eh): -570.1428
SMILES: C/N=C/C=S
Frontier orbital gap (eV): 7.441
LUMO level (Eh): -0.0621

ORCA input file:
```
! RIJCOSX wB97M-V def2-TZVPD def2/J DEFGRID3
* xyz 0 1
C 1.288 -0.120 0.155
C 2.708 -0.559 -0.082
C -1.018 0.118 -0.117
N 0.082 -0.788 -0.083
S 4.238 0.147 0.209
H 1.141 0.864 0.431
H 2.932 -1.408 -0.655
H -1.667 -0.227 -0.955
H -1.648 0.063 0.864
H -0.887 1.209 -0.430
*
```



Copy entry 2 word for word.
Formula: C3H5NOS2
Source: OMol25
Level of theory: ωB97M-V/def2-TZVPD

## Properties
Highest occupied orbital energy (eV): -9.0
Calculated total energy (Eh): -1043.5434
SMILES: C/C(=N/O)SC=S
Frontier orbital gap (eV): 8.383
LUMO level (Eh): -0.0223

ORCA input file:
```
! RIJCOSX wB97M-V def2-TZVPD def2/J DEFGRID3
* xyz 0 1
C 1.664 -1.195 0.125
C 0.601 -0.091 -0.314
C -2.282 -0.111 0.280
H 0.945 -2.068 0.547
H 2.270 -1.695 -0.776
H 2.477 -0.694 0.868
H -1.819 0.337 1.100
H 0.187 3.084 -0.194
N 0.885 1.121 -0.150
O -0.109 2.094 -0.503
S -0.976 -0.817 -0.807
S -3.844 0.035 -0.177
*
```



What is the frontier orbital gap in the second record?
8.383 eV



What is the formula in the fifth record?
C3H5NOS3